Entry from the OMol25 dataset: one molecule with the formula C23H35ClN4O2 (ωB97M-V/def2-TZVPD).

## Properties
Relative energy (zero: lowest compared OMol25 entry of this formula, charge and spin), eV: 0.016
Frontier orbital gap, Ha: 0.288
Structure (SMILES): CC(C)CN(CCCNC(=O)CN1N=C(c2ccc(Cl)cc2)CCC1=O)CC(C)C

Structure (ORCA input):
```
! RIJCOSX wB97M-V def2-TZVPD def2/J DEFGRID3
* xyz 0 1
C 2.82 3.61 -1.03
C 3.35 2.48 -0.15
C 4.71 2.88 0.44
C 2.36 2.11 0.98
N 1.52 0.95 0.80
C 2.07 -0.31 1.23
C 3.33 -0.87 0.54
C 3.15 -1.27 -0.92
N 2.09 -2.24 -1.08
C 1.12 -2.11 -1.99
O 1.07 -1.24 -2.83
C 0.02 -3.18 -1.84
N -0.69 -3.04 -0.58
N -1.83 -2.32 -0.67
C -2.43 -1.91 0.39
C -3.61 -1.08 0.19
C -4.22 -0.38 1.24
C -5.31 0.43 1.01
C -5.82 0.56 -0.27
Cl -7.18 1.58 -0.55
C -5.23 -0.12 -1.33
C -4.14 -0.93 -1.10
C -1.91 -2.23 1.76
C -1.18 -3.57 1.72
C -0.23 -3.63 0.55
O 0.85 -4.21 0.58
C 0.62 0.94 -0.34
C -0.51 1.97 -0.20
C -1.25 1.78 1.12
C -1.47 1.83 -1.38
H 1.88 3.34 -1.50
H 2.66 4.51 -0.43
H 3.54 3.85 -1.81
H 3.50 1.60 -0.79
H 5.14 2.07 1.02
H 5.41 3.13 -0.36
H 4.59 3.75 1.08
H 2.92 1.95 1.91
H 1.70 2.97 1.16
H 1.27 -1.06 1.14
H 2.31 -0.21 2.30
H 3.64 -1.76 1.10
H 4.14 -0.14 0.61
H 4.09 -1.68 -1.30
H 2.88 -0.41 -1.54
H 2.07 -3.02 -0.43
H 0.47 -4.18 -1.88
H -0.70 -3.05 -2.65
H -3.83 -0.45 2.24
H -5.76 0.97 1.83
H -5.64 -0.01 -2.33
H -3.67 -1.46 -1.91
H -1.22 -1.43 2.07
H -2.72 -2.27 2.49
H -1.91 -4.38 1.58
H -0.63 -3.76 2.64
H 0.17 -0.05 -0.40
H 1.14 1.12 -1.29
H -0.08 2.98 -0.21
H -0.55 1.80 1.95
H -1.77 0.83 1.12
H -1.99 2.57 1.26
H -1.91 0.83 -1.39
H -2.27 2.56 -1.31
H -0.94 1.98 -2.32
*
```

***

Entry from the OMol25 dataset: a 5-piece molecular cluster, C23H35ClO12 overall (ωB97M-V/def2-TZVPD).

## Properties
Frontier orbital gap, Ha: 0.385
Structure (SMILES): CC(=O)OCCCC(=O)OCCl.O=C1CCCO1.O=C1CCCO1.O=C1CCCO1.O=C1CCCO1

Structure (ORCA input):
```
! RIJCOSX wB97M-V def2-TZVPD def2/J DEFGRID3
* xyz 0 1
C -2.68 1.38 -1.80
C -3.12 0.63 -0.57
O -4.27 0.47 -0.26
O -2.15 0.04 0.17
C -0.87 0.66 0.33
C 0.21 -0.16 -0.35
C 0.34 -1.54 0.28
C 1.66 -2.24 0.13
O 1.89 -3.36 0.49
O 2.64 -1.46 -0.45
C 3.31 -2.05 -1.53
Cl 3.50 -0.85 -2.82
H -2.29 2.36 -1.53
H -3.55 1.48 -2.44
H -1.89 0.83 -2.30
H -0.88 1.68 -0.04
H -0.68 0.69 1.41
H 1.15 0.39 -0.26
H -0.04 -0.24 -1.41
H -0.43 -2.22 -0.09
H 0.17 -1.44 1.35
H 4.31 -2.37 -1.25
H 2.75 -2.89 -1.94
O 1.38 -0.57 3.09
C 2.11 -1.14 3.86
C 2.92 -2.40 3.62
C 3.29 -2.83 5.04
C 3.32 -1.49 5.77
O 2.32 -0.68 5.10
H 3.79 -2.12 3.02
H 2.33 -3.12 3.06
H 4.23 -3.36 5.11
H 2.50 -3.46 5.45
H 4.28 -0.98 5.69
H 3.05 -1.55 6.82
O 5.20 0.63 7.09
C 6.17 1.12 6.59
C 6.67 2.55 6.69
C 7.67 2.65 5.54
C 8.14 1.20 5.42
O 7.01 0.40 5.82
H 7.15 2.67 7.66
H 5.84 3.24 6.63
H 8.48 3.34 5.70
H 7.14 2.94 4.62
H 8.97 0.98 6.09
H 8.42 0.91 4.41
O -2.55 -1.37 -3.58
C -2.82 -0.84 -4.62
C -2.90 -1.44 -6.01
C -2.89 -0.22 -6.93
C -3.51 0.84 -6.02
O -3.14 0.47 -4.68
H -3.83 -2.00 -6.07
H -2.07 -2.13 -6.16
H -3.44 -0.36 -7.85
H -1.87 0.06 -7.18
H -4.60 0.82 -6.07
H -3.17 1.85 -6.22
O -6.92 1.91 -6.02
C -6.98 1.55 -4.88
C -7.57 2.26 -3.68
C -6.96 1.50 -2.50
C -6.74 0.11 -3.09
O -6.48 0.35 -4.50
H -8.65 2.15 -3.73
H -7.31 3.31 -3.71
H -7.57 1.48 -1.60
H -5.99 1.93 -2.23
H -7.63 -0.52 -3.02
H -5.89 -0.41 -2.67
*
```

***

Entry from the OMol25 dataset: one molecule with the formula C23H35N3O3 (ωB97M-V/def2-TZVPD).

## Properties
Relative energy (zero: lowest compared OMol25 entry of this formula, charge and spin), eV: 3.027
Frontier orbital gap, Ha: 0.309
Structure (SMILES): COc1ccc(OC)c(CN2CCC(N3CCC(C(=O)NC4CC4)CC3)CC2)c1

Structure (ORCA input):
```
! RIJCOSX wB97M-V def2-TZVPD def2/J DEFGRID3
* xyz 0 1
C 1.17 4.52 1.35
O 2.16 4.99 0.47
C 2.09 4.60 -0.84
C 3.09 5.08 -1.68
C 3.11 4.74 -3.02
C 2.14 3.91 -3.55
O 2.08 3.52 -4.87
C 3.09 3.98 -5.74
C 1.13 3.41 -2.71
C 0.05 2.51 -3.25
N -0.38 1.55 -2.26
C -1.63 0.90 -2.61
C -2.11 0.04 -1.46
C -1.07 -1.04 -1.12
N -1.60 -1.95 -0.13
C -1.22 -3.34 -0.21
C 0.05 -3.71 0.56
C -0.05 -3.28 2.03
C -1.05 -4.15 2.79
O -1.77 -4.99 2.29
N -1.03 -3.93 4.13
C -1.87 -4.61 5.05
C -2.42 -3.89 6.24
C -1.37 -4.95 6.42
C -0.44 -1.80 2.10
C -1.69 -1.52 1.25
C 0.25 -0.32 -0.82
C 0.65 0.55 -2.00
C 1.11 3.77 -1.37
H 1.41 4.94 2.32
H 1.18 3.42 1.42
H 0.17 4.85 1.05
H 3.85 5.73 -1.26
H 3.90 5.14 -3.64
H 2.85 3.54 -6.71
H 3.09 5.07 -5.82
H 4.08 3.63 -5.42
H -0.81 3.13 -3.52
H 0.41 2.03 -4.17
H -2.37 1.68 -2.82
H -1.52 0.28 -3.52
H -2.28 0.67 -0.59
H -3.06 -0.44 -1.72
H -0.92 -1.64 -2.03
H -1.11 -3.62 -1.26
H -2.05 -3.93 0.21
H 0.92 -3.23 0.11
H 0.19 -4.79 0.51
H 0.92 -3.42 2.51
H -0.39 -3.25 4.52
H -2.50 -5.32 4.52
H -3.43 -4.10 6.55
H -2.13 -2.86 6.39
H -1.66 -5.89 6.85
H -0.38 -4.63 6.69
H -0.64 -1.49 3.13
H 0.40 -1.20 1.73
H -1.93 -0.45 1.27
H -2.54 -2.06 1.69
H 0.13 0.32 0.06
H 1.05 -1.04 -0.62
H 1.58 1.07 -1.79
H 0.81 -0.09 -2.89
H 0.32 3.36 -0.77
*
```

***

Entry from the OMol25 dataset: a 6-piece molecular cluster, C23H35N7O10S overall (ωB97M-V/def2-TZVPD).

## Properties
Frontier orbital gap, Ha: 0.300
Structure (SMILES): C=Cc1ccc2c(c1NCCCC)Sc1ccccc1N2.C[N+](=O)[O-].C[N+](=O)[O-].C[N+](=O)[O-].C[N+](=O)[O-].C[N+](=O)[O-]

Structure (ORCA input):
```
! RIJCOSX wB97M-V def2-TZVPD def2/J DEFGRID3
* xyz 0 1
C 1.03 -2.47 4.27
C 0.65 -2.64 2.98
C 1.47 -1.82 1.94
C 2.83 -2.26 1.59
C 3.68 -1.52 0.64
C 3.15 -0.28 0.04
C 1.78 0.13 0.40
C 0.92 -0.61 1.33
N -0.41 -0.11 1.60
C -1.35 -0.44 0.48
C -2.35 0.75 0.24
C -3.60 0.68 1.22
C -3.28 1.29 2.66
S 1.23 1.69 -0.39
C 2.78 2.68 -0.27
C 2.82 4.08 0.11
C 4.16 4.69 0.20
C 5.39 3.95 -0.12
C 5.34 2.52 -0.51
C 4.01 1.91 -0.55
N 3.97 0.49 -0.90
H 1.99 -1.93 4.48
H 0.43 -2.78 5.15
H -0.21 -3.29 2.70
H 3.28 -3.18 2.05
H 4.71 -1.87 0.38
H -0.32 0.91 1.63
H -0.80 -0.65 -0.49
H -1.90 -1.40 0.72
H -2.78 0.76 -0.81
H -1.87 1.75 0.42
H -4.47 1.26 0.82
H -3.93 -0.39 1.40
H -3.82 2.26 2.84
H -3.63 0.58 3.45
H -2.18 1.46 2.83
H 1.90 4.65 0.35
H 4.28 5.75 0.51
H 6.40 4.46 -0.04
H 6.27 1.96 -0.74
H 3.53 0.44 -1.83
C -2.57 2.24 -3.88
N -3.58 1.16 -4.01
O -4.03 0.93 -5.12
O -3.89 0.58 -2.99
H -2.39 2.67 -4.86
H -2.98 2.99 -3.20
H -1.66 1.80 -3.48
C -6.27 -3.63 1.14
N -5.91 -2.57 2.12
O -4.72 -2.37 2.31
O -6.82 -1.98 2.65
H -5.36 -4.07 0.74
H -6.86 -4.37 1.67
H -6.85 -3.16 0.35
C 9.03 2.54 -1.80
N 8.86 3.93 -1.29
O 8.47 4.06 -0.14
O 9.12 4.83 -2.06
H 8.77 1.84 -1.02
H 8.37 2.43 -2.66
H 10.08 2.43 -2.09
C -5.45 0.43 -8.33
N -4.90 0.80 -9.67
O -4.53 1.94 -9.83
O -4.87 -0.09 -10.50
H -5.42 1.31 -7.69
H -6.48 0.10 -8.48
H -4.83 -0.36 -7.93
C -1.05 -6.04 6.79
N 0.22 -5.27 6.70
O 1.07 -5.69 5.93
O 0.32 -4.28 7.40
H -0.99 -6.88 6.11
H -1.16 -6.37 7.82
H -1.86 -5.37 6.50
*
```